Entry 1:
Computed, not measured: a molecular structure, C19H23F5NOPPb, with the ωB97M-V functional and the def2-TZVPD basis.

Its spin multiplicity is 1. For the LUMO energy, the calculation gives -1.1183 eV. Its highest occupied orbital energy is -7.099 eV. As for the total energy: -51731.8752 eV. As for the charge: 0.

```
51
Properties=species:S:1:pos:R:3:forces:R:3
C -3.18032 -3.08562 -1.67851 -0.26 -0.30 0.15
C -2.07143 -2.68958 -2.41330 0.08 0.15 -0.34
C -1.02342 -1.96073 -1.81943 -0.47 -0.41 -0.18
C -1.08780 -1.71187 -0.43868 0.80 0.04 0.55
C -2.25468 -2.00959 0.29190 -0.50 -0.59 -0.40
C -3.28542 -2.72921 -0.32966 -0.02 0.59 0.02
C 0.09012 -1.47659 -2.72141 0.27 -0.24 -0.16
C -0.20484 -0.12869 -3.46902 -0.14 0.11 0.05
N -0.77840 0.94855 -2.70623 0.53 -0.59 1.02
Pb 0.81156 -1.94606 0.90366 -0.03 1.44 -1.20
C -2.44516 -1.53447 1.73552 -0.35 -0.83 0.13
P -2.15346 0.24372 1.83206 -1.56 1.01 -0.81
H -1.98493 -2.95396 -3.48203 -0.16 0.17 0.61
H -4.17862 -2.96126 0.25260 0.13 -0.07 -0.26
H -3.97550 -3.68662 -2.14593 0.44 0.37 0.23
H -1.78875 -2.06479 2.45704 -0.16 0.22 -0.27
H -3.47778 -1.72089 2.07538 0.27 -0.28 -0.09
H 1.04894 -1.40587 -2.18778 -0.46 0.18 -0.08
H 0.23070 -2.22583 -3.52100 0.01 0.19 0.22
H 0.76540 0.24043 -3.84719 -0.43 -0.33 -0.18
C -2.15848 0.74945 3.55108 -0.60 0.09 0.77
C -3.53489 1.04533 0.96860 -1.29 0.26 0.45
H -0.88171 -0.35165 -4.31647 0.36 0.01 0.07
C -2.19519 1.08457 -2.57735 0.04 0.02 -0.20
C 0.03412 2.09448 -2.40343 0.09 -0.08 -0.27
H -0.06592 0.28892 1.07702 2.51 0.40 -0.78
H -2.63211 1.63740 -3.43023 -0.20 -0.07 0.10
H -2.66262 0.09181 -2.51281 -0.01 0.31 0.00
H -2.41611 1.64768 -1.65749 -0.09 -0.18 -0.25
H 0.05251 2.80480 -3.24897 0.07 0.19 0.17
H -0.36560 2.60992 -1.51731 0.19 -0.07 -0.19
H 1.06911 1.77793 -2.20596 -0.36 0.16 0.06
H -4.46764 0.99738 1.55444 0.01 0.11 -0.27
H -3.29067 2.11091 0.80490 -0.02 -0.46 0.18
H -3.73620 0.61844 -0.02706 0.32 -0.10 0.45
H -3.12021 0.61281 4.05771 0.08 0.03 0.10
H -1.38855 0.22546 4.12952 -0.08 0.01 -0.22
H -1.90022 1.81168 3.56444 -0.08 -0.05 0.07
H -0.56797 0.87694 0.96048 1.24 -0.80 0.15
F 7.22655 1.19579 0.14844 -0.19 -0.15 0.06
C 5.97731 0.72345 0.00871 -0.31 -0.13 0.04
C 5.35859 0.00800 1.04196 0.75 0.28 0.05
F 6.02486 -0.23465 2.19613 -0.37 0.22 -0.69
C 4.07005 -0.44522 0.87749 -0.54 -0.11 -0.23
F 3.44516 -1.08474 1.92823 0.50 0.42 -0.88
C 3.35426 -0.24824 -0.33163 -0.29 -0.09 0.41
O 2.11965 -0.65968 -0.50909 -0.10 -0.58 0.56
C 3.99908 0.48450 -1.35361 -0.27 -0.11 0.19
F 3.31378 0.75518 -2.49383 0.50 -0.20 0.60
C 5.28262 0.96593 -1.18112 0.29 0.03 0.25
F 5.87779 1.68276 -2.14664 -0.16 -0.21 0.23
```
Positions in Å, forces in eV/Å.

Atom charges from the natural (NBO) analysis, given in e for atoms 1 to 2:
1 C -0.2118
2 C -0.2470


Entry 2:
Computed, not measured: a gas-phase ion, C10H14NO2 (charge +1), with the ωB97M-V functional and the def2-TZVPD basis.

The calculation puts the energy above the lowest of the compared OMol25 structures with the same formula, charge and spin at 251.69 kJ/mol. Its spin multiplicity is 1. As for the SMILES: C[N@H+]1CCC(=O)[C@]1(C)c1ccco1. For the LUMO energy, the calculation gives -3.0427 eV. Its highest occupied orbital energy is -12.351 eV. As for the total energy: -16173.5729 eV. As for the charge: +1.

```
27
Properties=species:S:1:pos:R:3:forces:R:3
C 1.15438 1.70546 0.32132 -0.62 1.02 1.23
N 0.70695 0.51893 -0.38950 -0.89 0.67 -0.84
C 1.80874 -0.13881 -1.11519 1.71 -2.92 1.84
C 1.31778 -1.57922 -1.48382 -0.70 0.33 -0.66
C 0.26560 -1.87239 -0.46602 -1.28 0.57 2.03
O -0.33205 -2.86771 -0.18300 0.62 -0.02 -0.64
C -0.08394 -0.56094 0.39909 -1.30 0.90 -1.98
C 0.28121 -0.57245 1.87770 -3.02 -2.78 -0.61
C -1.60520 -0.21006 0.15128 2.67 -1.12 1.62
C -2.69292 -0.37570 0.97330 1.92 0.81 1.21
C -3.74605 -0.16860 0.10919 -1.77 0.63 -1.03
C -3.28092 0.11674 -1.12822 0.08 -1.05 2.69
O -1.94741 0.05115 -1.14344 0.91 -0.20 0.63
H 0.39747 2.07508 1.03910 0.02 -0.26 -0.68
H 1.98468 1.44319 0.92424 1.17 0.15 0.26
H 1.32458 2.46105 -0.44303 0.51 0.16 0.37
H 0.11273 1.02851 -1.05760 -0.58 -1.40 -0.23
H 2.68419 -0.22359 -0.30562 -1.71 0.22 -2.05
H 2.13160 0.29162 -2.02529 0.32 1.36 -0.46
H 2.10433 -2.30332 -1.33845 0.32 -0.24 -0.24
H 0.86189 -1.73454 -2.52879 0.81 0.53 1.44
H -0.08001 -1.61277 2.26980 0.97 1.82 -0.58
H -0.36746 0.14445 2.32267 -0.30 0.65 0.74
H 1.26834 -0.36217 2.11739 1.90 0.03 0.30
H -2.75429 -0.36799 2.10050 0.31 -0.56 -1.66
H -4.76968 -0.13573 0.37385 -0.78 -0.06 0.15
H -3.79421 0.33536 -1.96450 -1.27 0.75 -2.86
```
Positions in Å, forces in eV/Å.

Atom charges from the natural (NBO) analysis, given in e for atoms 1 to 2:
1 C -0.4177
2 N -0.3702


Entry 3:
Computed, not measured: a single C3H2N2OS molecule, with the ωB97M-V functional and the def2-TZVPD basis.

The calculation puts the energy above the lowest of the compared OMol25 structures with the same formula, charge and spin at 209.83 kJ/mol. Its spin multiplicity is 1. As for the SMILES: O=C1N=N[C@H]2S[C@@H]12. For the LUMO energy, the calculation gives -1.4085 eV. Its highest occupied orbital energy is -9.649 eV. As for the total energy: -19003.3776 eV. As for the charge: 0.

```
9
Properties=species:S:1:pos:R:3:forces:R:3
O -2.02277 0.10142 1.25342 -0.42 0.05 0.90
C -1.09769 -0.16488 0.56421 -0.25 0.71 1.56
N -1.31187 -0.82716 -0.67536 0.88 -0.93 -1.65
N -0.26922 -0.85063 -1.36058 -0.67 0.17 -0.39
C 0.77660 -0.09453 -0.72491 2.14 0.69 1.77
S 0.55842 1.65118 -0.33623 -0.59 0.71 -0.85
C 0.34916 0.21436 0.69088 0.74 0.07 -1.40
H 1.87110 -0.22513 -0.82713 -1.10 -0.85 -0.75
H 1.14627 0.19538 1.41570 -0.74 -0.63 0.81
```
Positions in Å, forces in eV/Å.

Atom charges from the natural (NBO) analysis, given in e for atoms 1 to 2:
1 O -0.4469
2 C 0.5950


Entry 4:
Computed, not measured: a molecular structure, CH4NO2, with the ωB97M-V functional and the def2-TZVPD basis.

The calculation puts the energy above the lowest of the compared OMol25 structures with the same formula, charge and spin at 464.63 kJ/mol. Its spin multiplicity is 1. For the LUMO energy, the calculation gives -6.1370 eV. Its highest occupied orbital energy is -16.659 eV. As for the total energy: -6675.0783 eV. As for the charge: +1.

```
8
Properties=species:S:1:pos:R:3:forces:R:3
C 0.59912 0.90075 -0.16055 -1.42 1.92 0.03
N 1.58106 0.23260 -0.16182 -0.33 1.13 0.40
O -1.21536 -0.77078 -0.05265 -2.69 1.48 -0.29
O 2.41896 -0.49875 0.02640 1.76 -1.44 -0.18
H -2.15584 -0.40479 0.06564 1.68 -0.89 -0.25
H 0.25564 1.92827 -0.36527 0.92 -0.52 -0.17
H -0.34212 0.15707 0.16449 0.09 -0.48 -0.37
H -1.14146 -1.54436 0.48376 -0.01 -1.20 0.83
```
Positions in Å, forces in eV/Å.

Atom charges from the natural (NBO) analysis, given in e for atoms 1 to 2:
1 C -0.2698
2 N 0.4028


Entry 5:
Computed, not measured: a molecular structure, C50H65B2CdN8O8Si, with the ωB97M-V functional and the def2-TZVPD basis.

The calculation puts the energy above the lowest of the compared OMol25 structures with the same formula, charge and spin at 0.00 kJ/mol. Its spin multiplicity is 1. For the LUMO energy, the calculation gives 2.2218 eV. Its highest occupied orbital energy is -5.595 eV. As for the total energy: -95013.8525 eV. As for the charge: -1.

```
135
Properties=species:S:1:pos:R:3:forces:R:3
Cd 0.08357 -1.04133 -0.23628 -0.35 1.29 0.84
C -5.15753 -2.25813 2.61125 0.13 0.16 -0.06
C -3.86712 -2.73799 2.04180 -0.07 -0.40 0.02
C -3.44935 -4.04784 1.94807 0.10 0.25 -0.09
C -2.18848 -3.98936 1.32672 -0.61 0.72 0.23
N -1.88230 -2.71134 1.08306 0.79 -0.53 -0.48
N -2.89758 -1.96117 1.50096 -0.61 0.07 0.35
B -2.90200 -0.40705 1.40685 0.35 -0.59 -0.25
N -1.66401 0.12270 2.15897 -0.59 0.55 0.30
N -0.41380 -0.26887 1.91796 1.03 -0.27 -0.57
C 0.37116 0.28014 2.84014 -0.51 0.13 0.31
C -0.41082 1.03990 3.72426 -0.07 -0.18 -0.27
C -1.69760 0.92781 3.24459 0.21 0.04 0.28
C -2.92267 1.56187 3.80305 -0.09 -0.13 -0.14
C 1.82141 0.12872 2.92861 0.45 0.00 -0.16
C 2.62146 0.17504 1.78692 -0.23 -0.09 0.16
C 3.99612 0.08440 1.89984 0.11 -0.03 -0.02
C 4.59656 -0.04720 3.14329 0.07 0.02 -0.04
C 3.81100 -0.06750 4.28481 0.09 0.00 0.11
C 2.43380 0.02329 4.18125 -0.16 -0.05 -0.07
N -3.00780 0.08283 -0.05575 -0.76 0.37 0.30
N -2.05894 -0.05511 -0.98288 0.83 -0.05 -0.43
C -2.48815 0.51845 -2.10852 -0.59 -0.01 0.58
C -3.78297 1.02703 -1.89324 0.18 -0.24 0.29
C -4.07479 0.73724 -0.57953 -0.10 0.12 -0.44
C -5.34594 1.08733 0.11696 0.14 -0.11 0.13
C -1.75826 0.55382 -3.37107 0.42 -0.10 -0.37
C -2.37639 1.01810 -4.53681 0.00 -0.03 0.17
C -1.71971 0.98979 -5.75282 -0.02 0.01 -0.17
C -0.43666 0.47644 -5.84368 0.07 -0.01 -0.01
C 0.19963 0.04389 -4.69142 0.10 -0.04 -0.09
C -0.44116 0.10730 -3.46817 -0.21 0.05 0.07
C -1.33295 -5.11038 0.96234 0.45 -0.26 -0.16
C -1.80968 -6.42444 0.95345 -0.01 0.17 0.05
C -0.99027 -7.47138 0.57034 0.07 -0.15 -0.02
C 0.31913 -7.23617 0.18711 0.06 -0.07 0.05
C 0.80641 -5.93970 0.20438 0.20 0.00 -0.07
C -0.00458 -4.89100 0.59244 -0.23 -0.04 0.01
H -5.75316 -3.11904 2.90691 -0.04 -0.01 0.02
H -5.71521 -1.68481 1.87497 -0.14 0.08 -0.02
H -5.00424 -1.62432 3.48316 -0.03 0.07 0.07
H -3.97714 -4.91138 2.29692 -0.16 -0.20 0.07
H -3.86728 -0.02986 1.97364 -0.25 0.16 0.13
H -0.06937 1.62125 4.55934 0.01 0.09 0.11
H -2.66014 2.14682 4.68209 0.03 0.05 -0.02
H -3.65770 0.81186 4.09309 -0.08 0.02 0.02
H -3.37755 2.21700 3.06276 -0.12 0.10 0.00
H 2.14044 0.35242 0.83282 0.09 0.09 -0.06
H 4.60559 0.13590 1.00990 0.05 -0.03 -0.12
H 5.67389 -0.11554 3.22913 0.04 0.03 -0.03
H 4.27499 -0.13645 5.26070 0.00 -0.04 0.03
H 1.82791 0.01120 5.08030 -0.06 0.00 -0.04
H -4.42381 1.53633 -2.58537 -0.10 0.10 -0.09
H -5.97493 1.63674 -0.58215 -0.02 0.02 0.05
H -5.16649 1.70968 0.99172 -0.03 0.05 0.08
H -5.88616 0.19743 0.43826 -0.05 -0.02 0.07
H -3.38398 1.40535 -4.50873 -0.10 -0.01 0.10
H -2.21479 1.35880 -6.64359 -0.04 -0.01 0.04
H 0.06242 0.42511 -6.80283 0.04 0.01 0.00
H 1.21047 -0.33550 -4.74253 0.09 -0.01 0.03
H 0.08324 -0.17456 -2.56724 0.01 0.01 -0.16
H -2.83090 -6.64012 1.23334 -0.10 0.09 0.01
H -1.37024 -8.48488 0.56388 -0.09 -0.01 0.00
H 0.95658 -8.05441 -0.11931 0.01 -0.03 -0.04
H 1.82420 -5.74382 -0.10353 0.09 0.07 -0.04
H 0.36161 -3.87645 0.58090 0.11 0.08 0.03
C 5.45815 -3.87848 1.61860 0.13 -0.07 0.19
O 4.56831 -3.43998 0.61662 -0.10 0.08 -0.17
C 3.32814 -2.96782 0.91722 -0.13 0.11 0.01
O 2.73349 -2.32032 0.10650 0.08 0.09 -0.30
N 2.84855 -3.28046 2.15288 0.05 -0.38 0.57
N 1.55761 -2.87300 2.49910 0.03 -0.08 0.14
H 6.42978 -3.95888 1.13203 -0.04 0.01 0.09
H 5.18972 -4.86605 2.00800 -0.04 0.01 0.01
H 5.52034 -3.15791 2.43817 0.02 -0.02 0.00
H 3.34593 -3.92754 2.75176 -0.14 0.20 -0.18
H 1.57064 -2.27509 3.31929 0.08 -0.11 -0.18
H 0.93383 -3.66385 2.62583 0.14 0.07 -0.06
O -0.93644 -3.41451 -1.89855 -0.52 0.30 0.07
B 0.22999 -2.69588 -1.58598 0.10 -0.40 -0.30
O 1.30704 -3.35878 -2.18995 0.63 0.29 0.10
C 0.82041 -4.44796 -2.81801 -0.95 -0.50 -0.30
C 1.47260 -5.43011 -3.53788 0.11 0.36 0.26
C 0.69280 -6.44484 -4.07568 -0.07 -0.19 -0.10
C -0.68386 -6.47244 -3.90649 0.06 -0.17 -0.09
C -1.34278 -5.48534 -3.18521 -0.09 0.30 0.25
C -0.57322 -4.47743 -2.63945 0.79 -0.57 -0.55
H 2.54416 -5.41606 -3.66754 0.10 0.06 0.00
H 1.17003 -7.23378 -4.63909 0.05 -0.06 -0.05
H -1.25074 -7.28452 -4.34427 -0.03 0.02 0.01
H -2.41298 -5.50425 -3.04996 -0.11 0.02 0.04
C 2.38580 4.74243 -3.06242 0.06 -0.29 0.28
C 2.61631 3.46186 -2.24094 0.65 0.01 -0.87
C 1.94156 2.28719 -2.94471 0.15 0.20 0.28
C 4.12121 3.17702 -2.10761 -0.41 0.12 -0.01
O 2.11956 3.66484 -0.95352 -0.23 0.03 0.52
Si 0.69485 3.06169 -0.31988 0.01 0.54 -0.09
O 0.63546 1.51399 -0.22461 -0.04 -1.16 0.10
O -0.49540 3.72806 -1.27658 0.34 -0.35 -0.11
C -1.61814 4.48226 -0.93566 -0.79 0.62 -0.06
C -1.22080 5.94200 -0.65309 0.02 -0.38 -0.10
C -2.55325 4.43140 -2.15423 0.29 -0.01 0.28
C -2.33457 3.91812 0.29686 0.21 0.01 -0.20
O 0.56180 3.94461 1.08866 -0.26 -0.29 -0.27
C 1.51817 4.48069 1.94992 0.57 0.53 0.78
C 2.11975 5.77383 1.36919 -0.22 -0.30 0.02
C 0.78748 4.79607 3.26868 0.18 -0.12 -0.38
C 2.64330 3.47750 2.21562 -0.40 0.17 -0.07
H 2.72122 4.61231 -4.08997 0.05 0.00 -0.12
H 2.91925 5.57857 -2.61440 0.07 0.11 0.06
H 1.32314 4.96743 -3.05737 -0.17 0.04 -0.04
H 2.39003 2.11194 -3.92206 -0.02 0.01 -0.09
H 0.88312 2.50149 -3.05228 -0.20 -0.05 -0.17
H 2.03491 1.40184 -2.32141 0.03 -0.19 -0.04
H 4.57134 3.02664 -3.08634 0.11 -0.01 -0.12
H 4.25982 2.28073 -1.50862 0.04 -0.16 0.06
H 4.61757 4.00504 -1.60576 0.06 0.12 0.05
H -0.76427 6.38316 -1.53638 0.06 0.07 -0.14
H -0.49355 5.94803 0.15072 0.06 0.10 0.15
H -2.08920 6.53521 -0.36531 -0.06 0.04 0.01
H -2.04104 4.82410 -3.03027 0.08 0.09 -0.08
H -3.45462 5.01472 -1.97574 -0.15 0.06 0.01
H -2.81752 3.39781 -2.35387 -0.09 -0.11 -0.01
H -1.66111 3.97126 1.14581 -0.05 0.05 0.20
H -2.57939 2.87415 0.13051 -0.14 -0.24 -0.07
H -3.24236 4.48583 0.50292 -0.09 0.00 0.02
H 1.36263 6.55430 1.30163 -0.05 0.08 0.02
H 2.48725 5.55910 0.37067 0.12 0.05 -0.10
H 2.94043 6.12594 1.99491 0.02 0.05 0.05
H -0.01449 5.51434 3.09983 -0.04 0.07 -0.06
H 1.47756 5.19988 4.00798 0.06 0.05 0.08
H 0.34737 3.87786 3.64790 -0.06 -0.13 0.11
H 3.11085 3.22743 1.26946 0.22 -0.09 -0.11
H 2.21214 2.57468 2.63570 0.05 -0.06 0.10
H 3.38737 3.88303 2.90038 0.05 0.03 0.06
```
Positions in Å, forces in eV/Å.

Atom charges from the Löwdin analysis, given in e for atoms 1 to 2:
1 Cd 1.4085
2 C -0.0293


Entry 6:
Computed, not measured: a single CH5NO4S molecule, with the ωB97M-V functional and the def2-TZVPD basis.

The calculation puts the energy above the lowest of the compared OMol25 structures with the same formula, charge and spin at 122.56 kJ/mol. Its spin multiplicity is 1. As for the SMILES: N[C@@H](O)S(=O)(=O)O. For the LUMO energy, the calculation gives 0.4932 eV. Its highest occupied orbital energy is -10.133 eV. As for the total energy: -21632.0480 eV. As for the charge: 0.

```
12
Properties=species:S:1:pos:R:3:forces:R:3
N 1.48764 -0.50351 -0.16210 -0.25 0.99 0.08
C 0.73856 0.53357 0.42160 -0.46 -2.21 3.65
O 0.94354 1.74833 0.00602 0.58 3.01 -0.71
S -1.11872 0.15108 -0.01752 -1.43 -2.16 0.37
O -2.38947 0.50079 0.55703 0.61 0.31 1.05
O -1.00712 0.49127 -1.39105 0.36 -0.05 -1.91
O -1.03586 -1.53132 0.17139 0.85 1.27 -0.42
H 1.47132 -1.33964 0.41571 -0.22 0.02 -0.75
H 1.11431 -0.55294 -1.10404 0.51 -1.08 -0.19
H 0.79285 0.49652 1.56458 0.03 0.14 -1.57
H 0.85442 1.93890 -0.94495 -0.13 -0.72 0.32
H -1.85145 -1.93306 0.48334 -0.44 0.48 0.07
```
Positions in Å, forces in eV/Å.

Atom charges from the natural (NBO) analysis, given in e for atoms 1 to 2:
1 N -0.8202
2 C 0.1594